A structure of composition C30H36AuN4 in a non-equilibrium geometry, computed with the ωB97M-V functional and the def2-TZVPD basis.

Element x y z (Å)
Au  -0.13476  0.02502  -0.27423
N  0.58276  -2.36255  4.65850
N  -0.45842  -2.73475  -1.43000
C  1.01457  1.77379  0.37768
C  2.20840  1.07038  0.81673
C  2.05829  0.73656  2.18737
C  3.03021  0.08816  2.96850
H  3.96972  -0.15044  2.46710
H  2.69289  -1.54881  3.20153
H  3.00217  0.25105  4.04780
C  0.73963  1.16476  2.61444
C  0.23812  0.97372  3.98760
H  0.84944  1.52132  4.72279
H  0.26870  -0.08897  4.27818
H  -0.80068  1.31702  4.07644
C  0.12007  1.83804  1.55006
C  -1.03890  2.75214  1.66579
H  -1.92789  2.21205  2.01608
H  -1.25839  3.21254  0.69578
H  -0.81159  3.56105  2.38241
C  3.44873  0.87118  0.04868
H  4.21958  1.59228  0.37345
H  3.29238  1.01072  -1.03044
H  3.86332  -0.13504  0.21560
C  1.06527  2.78753  -0.71654
H  0.09064  3.27032  -0.84553
H  1.32293  2.28712  -1.66107
H  1.82397  3.55921  -0.50055
C  -0.47031  -2.93309  5.22842
H  -0.65961  -2.70906  6.28294
C  -1.39015  -3.75522  4.54016
H  -2.29558  -4.09563  5.03890
C  -1.16712  -4.00199  3.17762
H  -1.91104  -4.49956  2.55195
C  0.02168  -3.57336  2.61208
H  0.29802  -3.69186  1.56121
C  0.96412  -2.82249  3.41952
C  2.18775  -2.47872  2.87797
H  2.59474  -3.20596  2.17509
C  -0.44485  -1.44694  -1.62064
C  -0.22946  -3.37510  -2.63777
H  -0.18782  -4.43738  -2.71562
C  -0.08023  -2.43160  -3.60719
H  0.15881  -2.54454  -4.64580
N  -0.36383  -1.21815  -3.01466
C  -0.44351  0.04938  -3.65106
C  0.65553  0.50982  -4.39199
C  0.53899  1.73958  -5.05716
H  1.36616  2.10123  -5.67725
C  -0.61876  2.50835  -4.94313
C  -0.74835  3.81728  -5.66716
H  -1.27259  4.55752  -5.04879
H  -1.32370  3.69762  -6.59690
H  0.24313  4.20665  -5.92321
C  -1.67423  2.04546  -4.15360
H  -2.58906  2.63734  -4.06549
C  -1.60597  0.81514  -3.49164
C  -2.75584  0.35084  -2.66014
H  -3.14145  -0.62898  -2.96511
H  -3.57652  1.06930  -2.77770
H  -2.50857  0.30403  -1.58865
C  1.95915  -0.21480  -4.40899
H  1.87552  -1.23305  -4.80578
H  2.41626  -0.25475  -3.40742
H  2.65636  0.32876  -5.06102
C  -3.60810  -1.13511  4.07947
C  -2.74585  -0.74353  2.97947
N  -2.09088  -0.44651  2.06323
H  -4.32512  -0.33247  4.30424
H  -3.01409  -1.33843  4.98156
H  -4.16480  -2.04543  3.81586

Atomic forces in eV per Å
0.366 0.115 -0.561
0.659 -0.903 0.193
0.424 -1.429 0.491
0.752 -0.430 1.498
-1.468 0.443 0.171
-0.604 -0.144 -0.184
0.317 1.892 -0.166
-0.033 0.036 0.470
-0.003 -0.989 -0.091
0.170 -0.377 -0.189
0.494 0.682 -1.098
-0.376 -0.231 0.541
-0.134 -0.043 -0.032
-0.049 0.351 0.018
0.164 -0.006 0.071
1.614 -0.496 0.409
-0.473 0.133 0.062
0.011 0.237 -0.076
-0.164 -0.077 0.217
-0.168 -0.182 -0.180
0.593 0.001 -0.392
-0.024 -0.147 -0.162
0.052 -0.080 0.240
-0.046 0.210 -0.179
-0.018 -0.007 -0.414
0.203 -0.014 -0.146
-0.033 0.369 0.032
-0.199 -0.066 -0.115
-0.632 -0.152 -0.709
0.074 0.189 -0.280
0.343 0.374 0.048
0.232 -0.047 -0.043
0.302 0.150 -0.265
0.184 0.055 0.257
0.611 0.274 0.703
-0.411 -0.203 0.274
-2.508 -0.292 -0.099
0.625 -0.651 0.208
0.027 0.649 -0.264
-0.950 0.383 -0.720
0.071 1.254 0.230
0.132 -0.442 -0.065
-0.793 -0.493 -0.213
-0.228 0.095 -0.265
0.866 0.136 0.785
0.468 -0.157 0.088
-0.593 0.695 -0.020
-0.275 -0.195 0.171
-0.203 -0.092 0.287
-0.124 -0.195 0.126
-0.023 0.186 -0.141
0.156 -0.119 -0.151
0.146 0.060 0.159
-0.212 0.042 -0.008
0.275 -0.293 0.023
0.281 -0.086 0.015
0.328 0.246 -0.468
-0.712 0.197 0.261
0.276 0.045 0.075
0.057 -0.110 0.035
0.024 -0.088 -0.401
0.634 -0.116 -0.317
0.082 0.201 0.255
-0.288 -0.146 -0.222
-0.093 -0.121 0.153
-0.304 -0.086 0.542
1.204 0.463 -1.827
-1.348 -0.566 1.726
0.213 -0.226 -0.106
-0.134 0.067 -0.325
0.192 0.270 0.058

Its energy above the lowest of the compared OMol25 structures with the same formula, charge and spin is 0.0 kJ/mol. As for the multiplicity: 3. Its HOMO-LUMO gap (spin up / spin down) is 0.1868 / 0.1887 Eh. As for the total charge: -1.


A structure of composition C30H36BCl40I3N3O9PS2 in a non-equilibrium geometry, computed with the ωB97M-V functional and the def2-TZVPD basis.

Element x y z (Å)
C  1.52568  3.38779  -0.92673
C  0.02433  3.14169  -0.73435
O  -0.53649  2.12429  -1.51411
C  0.03624  0.83148  -1.33497
C  -0.05980  0.38309  0.13959
C  -0.16244  -1.08241  0.73405
P  0.73000  -2.07370  -0.59138
O  2.12079  -1.36421  -1.01891
O  -0.11553  -1.98579  -1.96351
S  1.11281  -3.94954  -0.36345
C  0.67417  -0.92620  2.08881
C  2.17480  -1.33345  1.91884
C  3.03513  -1.33079  3.18150
C  2.90976  -2.36469  4.25537
N  3.97465  -0.48157  3.31951
C  0.67704  0.49265  2.76882
C  0.37701  0.50124  4.27832
O  -0.73978  0.36562  4.71698
I  1.88404  0.92607  5.77033
O  0.19710  -1.71752  3.20390
S  -0.17228  -3.23424  2.99038
O  -0.69954  -3.61122  4.27144
O  0.86228  -4.14078  2.61826
C  -1.50355  -3.05618  1.79657
B  -2.66895  -3.71898  2.70414
N  -3.41147  -3.13531  3.75417
O  -2.88425  -5.08365  2.47877
C  -1.66468  -1.64314  1.05268
C  -2.36899  -0.63217  1.97440
C  -3.12723  0.58091  1.46964
O  -2.69058  1.44867  0.74400
N  -4.42095  0.80168  2.06411
C  -5.33325  1.41082  1.11336
C  -4.29158  1.56759  3.29950
C  -2.44565  -2.09842  -0.23164
I  -2.96132  -0.58127  -1.72673
C  -3.78510  -2.90154  -0.19604
C  -3.59230  -4.43808  -0.32144
I  -5.38757  -2.37599  1.13919
H  1.74909  4.38066  -0.54908
H  2.08336  2.71036  -0.27895
H  1.80426  3.27086  -1.96956
H  -0.49807  4.05707  -1.00317
H  -0.16844  3.03928  0.33998
H  -0.44142  0.24462  -2.10316
H  1.06268  0.92749  -1.70822
H  -0.73590  1.04151  0.66650
H  0.93889  0.71331  0.44895
H  2.22606  -0.46236  -0.68912
H  0.47143  -2.31563  -2.65556
H  2.27331  -2.34465  1.52483
H  2.61366  -0.57538  1.27831
H  3.16283  -3.35484  3.87754
H  1.91408  -2.44336  4.67884
H  3.59994  -2.14817  5.06142
H  4.02358  0.14158  2.51459
H  -0.08251  1.18771  2.42388
H  1.62840  0.98896  2.60529
H  -1.26670  -3.77499  1.02026
H  -2.93851  -2.40753  4.26991
H  -3.85828  -3.80347  4.36087
H  -2.55076  -5.56990  3.23971
H  -1.68212  -0.21918  2.71190
H  -3.08614  -1.12587  2.62312
H  -5.23387  0.95484  0.13583
H  -5.23685  2.49834  1.06258
H  -6.34791  1.18561  1.44490
H  -3.41706  1.25893  3.86265
H  -4.28995  2.63955  3.07451
H  -5.15414  1.36508  3.93250
H  -1.82953  -2.81317  -0.76601
H  -4.30672  -2.70527  -1.11265
H  -4.32059  -4.96235  0.28432
H  -3.72009  -4.75344  -1.35359
H  -2.61484  -4.77371  0.00878
C  -2.23069  3.46058  -5.02626
Cl  -1.13780  4.59798  -4.23477
Cl  -1.62718  3.04681  -6.64764
Cl  -2.30744  1.98922  -4.06234
Cl  -3.83487  4.18171  -5.16692
C  0.68889  -7.57953  4.25865
Cl  1.62142  -6.64177  5.42518
Cl  -0.96202  -6.94625  4.18295
Cl  1.43741  -7.44824  2.66379
Cl  0.64066  -9.27059  4.76493
C  -8.35829  3.52695  -1.16243
Cl  -6.74317  3.30089  -1.84317
Cl  -8.27127  3.41487  0.59865
Cl  -8.97579  5.11668  -1.62246
Cl  -9.43843  2.27311  -1.77860
C  6.18689  0.85552  0.26647
Cl  7.19611  1.81357  1.34695
Cl  4.55674  1.56842  0.20040
Cl  6.87777  0.86494  -1.35456
Cl  6.08595  -0.79874  0.86127
C  0.81696  6.81689  -7.60950
Cl  1.89321  7.00719  -6.21605
Cl  -0.10678  5.32058  -7.42594
Cl  -0.29067  8.19059  -7.68704
Cl  1.78190  6.74859  -9.08847
C  6.21518  7.46040  -9.25200
Cl  4.79351  6.88884  -8.37440
Cl  7.66634  7.17714  -8.28415
Cl  6.34878  6.58881  -10.78377
Cl  6.04978  9.19018  -9.57196
C  -3.32596  1.03249  7.36090
Cl  -3.28048  0.51622  9.04869
Cl  -4.74740  2.05123  7.09642
Cl  -1.86513  1.95525  6.99340
Cl  -3.43318  -0.39794  6.32634
C  10.56150  7.48095  -5.46323
Cl  11.62839  7.64205  -4.06518
Cl  9.61083  5.99849  -5.31261
Cl  9.47356  8.86903  -5.54107
Cl  11.52840  7.40983  -6.93975
C  -0.05423  -11.99578  1.23714
Cl  -1.81795  -12.03141  1.33662
Cl  0.46380  -12.71386  -0.29250
Cl  0.50685  -10.32639  1.33008
Cl  0.62864  -12.91908  2.58136
C  2.89751  0.79263  -5.05205
Cl  3.95996  0.87396  -3.64347
Cl  1.91697  -0.67758  -4.97125
Cl  1.83801  2.20223  -5.07125
Cl  3.87313  0.76705  -6.52163

Atomic forces in eV per Å
-0.588 -0.435 0.517
0.304 0.980 0.174
-0.053 -0.335 0.347
-0.443 0.823 -1.165
1.191 0.080 -0.072
-0.493 0.930 -0.940
0.897 -2.436 -0.686
-0.516 0.549 0.637
-0.276 1.042 0.484
-0.086 0.053 0.278
1.253 -0.423 0.929
-0.235 0.100 0.641
0.327 0.691 0.151
-0.115 -0.434 0.121
-0.081 -0.115 -0.052
0.111 0.540 0.452
-1.685 -0.348 0.952
1.558 0.104 -1.089
-0.050 0.052 -0.431
-0.137 -0.352 -0.803
-0.552 -1.568 1.303
-0.625 0.638 0.240
0.592 0.895 -1.058
-0.143 0.652 -0.038
-0.889 -0.759 0.415
0.870 0.340 -0.090
0.509 0.324 -0.284
0.726 -0.502 -0.054
-0.581 0.139 0.612
-0.548 1.658 0.226
0.255 -0.632 -0.096
0.861 -0.782 -0.448
-0.608 -0.010 0.460
-0.656 -0.279 0.022
-0.980 0.371 -0.235
-0.054 -0.026 0.202
0.011 -1.053 -0.110
0.121 0.061 0.657
-0.018 0.081 -0.181
0.113 0.227 -0.206
0.280 -0.211 -0.253
0.223 0.089 -0.069
-0.224 -0.039 -0.253
-0.147 -0.314 0.053
-0.202 -0.298 0.325
0.330 -0.275 0.464
-0.376 -0.153 -0.378
-0.017 -0.024 0.505
0.141 0.106 -0.286
0.004 -0.158 -0.159
-0.197 0.057 -0.439
0.228 -0.217 -0.300
-0.094 -0.082 -0.222
-0.118 0.037 0.001
0.151 0.248 0.003
-0.016 0.113 0.030
-0.139 -0.143 -0.232
0.175 -0.069 -0.036
0.241 -0.194 0.079
-0.255 0.106 0.132
-0.208 0.074 0.076
-0.334 -0.109 -0.049
0.294 -0.037 -0.114
-0.135 -0.369 -0.309
0.196 0.059 -0.168
0.168 0.060 -0.212
-0.092 0.066 0.080
0.251 0.103 0.022
0.356 0.088 0.131
-0.108 0.033 0.088
0.391 0.312 -0.200
0.023 0.570 -0.146
-0.050 -0.172 0.017
0.009 0.141 -0.165
0.034 -0.083 0.011
-0.011 -0.165 0.016
0.051 0.037 -0.015
-0.336 -0.429 0.245
-0.084 -0.019 -0.074
0.027 -0.004 -0.006
0.153 0.051 -0.077
-0.024 0.028 -0.020
0.069 -0.280 0.187
0.001 0.061 0.077
-0.015 0.030 0.015
0.033 -0.019 -0.030
0.003 -0.002 0.003
-0.046 0.035 0.003
0.007 -0.010 0.006
0.011 0.008 0.008
0.157 -0.119 0.043
-0.067 0.019 -0.002
-0.072 0.030 -0.034
-0.021 0.018 -0.072
-0.009 0.011 -0.095
-0.042 -0.044 -0.102
0.009 -0.002 0.006
0.367 0.583 -0.181
0.019 -0.017 0.009
-0.405 -0.021 -0.001
0.051 -0.035 0.074
0.389 0.055 -0.004
-0.011 -0.008 -0.021
-0.003 0.004 0.001
-0.001 -0.002 0.000
0.079 0.065 0.059
-0.008 0.002 0.021
-0.006 -0.002 -0.027
-0.177 -0.015 0.101
-0.005 0.014 0.012
0.009 0.012 0.008
-0.009 -0.005 -0.013
-0.002 -0.001 -0.005
0.008 0.013 0.021
-0.011 -0.006 -0.003
0.004 0.030 -0.028
0.004 -0.004 0.002
-0.004 -0.005 0.014
-0.040 -0.089 -0.053
-0.001 -0.002 0.006
-0.006 0.045 -0.024
0.008 -0.020 0.104
-0.020 -0.019 0.001
-0.086 0.050 0.034
-0.006 -0.016 0.006

As for the multiplicity: 1. Its HOMO-LUMO gap is 0.3149 Eh.